# 1
ORCA calculation (wB97M-V/def2-TZVPD) on a 2-piece molecular cluster, C2H6N2O2 overall.

Structure (XYZ):
```
12
Properties=species:S:1:pos:R:3:forces:R:3
N 0.3716 -2.4200 -1.8553 2.34 -2.29 0.75
C 0.3774 -1.3979 -0.9593 -2.62 0.02 -1.16
O 0.6799 -1.5546 0.2036 0.71 0.67 -0.23
H -0.1086 -2.8262 -2.6411 -0.62 1.56 -0.26
H 0.9847 -3.1499 -1.5026 -0.26 -0.14 0.18
H -0.0956 -0.5142 -1.4373 0.42 0.32 0.81
N -0.2036 1.0770 1.6892 -0.59 -0.98 1.35
C -0.7870 2.0504 0.9564 -0.16 0.36 -1.03
O -0.3328 2.5655 -0.0431 0.06 -0.33 0.08
H -0.7563 0.7589 2.4783 -0.01 0.27 -0.16
H 0.3025 0.2751 1.3319 0.50 0.46 -0.73
H -1.7879 2.3585 1.3126 0.23 0.09 0.41
```
Forces are in eV/Å.

The calculation puts the relative energy (zero: lowest compared OMol25 entry of this formula, charge and spin) at 22.68 kcal per mole.



# 2
ORCA calculation (wB97M-V/def2-TZVPD) on C6H13B3ClFO3Zr as an isolated structure.

Structure (XYZ):
```
28
Properties=species:S:1:pos:R:3:forces:R:3
C 3.9887 0.9281 0.0026 1.70 2.02 2.62
C 2.9424 -0.1151 -0.7593 -1.35 -3.09 -2.81
F 3.6223 -1.2195 -1.2365 -1.39 2.30 1.31
C 1.8132 -0.4529 0.3080 2.28 2.56 1.65
B 0.5932 -1.4024 -0.2670 -1.91 -3.05 -2.77
O 0.5566 -2.8128 -0.2149 -0.71 3.49 1.02
B -0.7576 -3.3344 0.0930 -1.37 -0.47 -0.24
O -1.9815 -2.5649 0.0383 3.98 2.22 -0.03
B -1.6627 -1.1520 0.1030 -2.06 -1.68 0.67
C -2.3899 -0.1697 1.1543 0.32 -0.12 -0.62
C -2.9974 1.1655 0.5253 -0.17 0.56 0.37
C -1.9573 2.0383 -0.3089 -0.19 0.20 2.65
Cl -2.4896 3.7472 -0.5629 0.73 -2.05 -0.85
O -0.5909 -0.7448 -0.8455 1.14 -0.23 2.00
H 4.9435 0.3492 0.2777 -1.67 -0.02 -0.24
H 4.3020 1.7811 -0.6841 -1.09 -1.12 -0.15
H 3.5080 1.4051 0.9235 0.80 -0.85 -1.20
H 2.4923 0.4202 -1.6590 1.04 -0.30 0.90
H 2.1930 -0.9229 1.2744 -0.52 -0.04 -1.06
H 1.3420 0.5459 0.6091 0.61 -1.30 -0.45
H -0.8340 -4.4779 0.4353 0.11 0.08 -0.10
H -1.5986 0.1162 1.9325 -0.99 -0.27 -0.82
H -3.1890 -0.7720 1.7108 0.97 0.96 -0.80
H -3.9240 1.0137 -0.1127 0.93 -0.04 0.82
H -3.3350 1.8193 1.4053 0.45 -0.65 -1.30
H -0.9031 1.9607 0.1291 -1.40 0.44 -0.83
H -1.8748 1.5055 -1.3576 -0.15 0.40 4.85
Zr -1.8117 1.3454 -2.9138 -0.10 0.04 -4.59
```
Forces are in eV/Å.

The total charge is +4. The calculation puts the calculated total energy at -31067.6206 eV.



Computed maximum force (hartree/bohr) in order:
0.065 0.095